1.
DFT (wB97M-V/def2-TZVPD) results for C22H22BBr3CrF4N2O13 as an isolated structure.

Geometry as XYZ:
```
68
C22H22BBr3CrF4N2O13 wB97M-V/def2-TZVPD
Cr 11.647 -9.402 -3.555
N 11.898 -6.724 -1.691
O 11.013 -5.920 -1.390
O 11.565 -7.882 -2.134
O 13.089 -6.422 -1.650
N 14.122 -9.800 -1.534
O 14.142 -10.583 -0.581
O 14.931 -8.864 -1.565
O 13.307 -10.007 -2.499
C 12.261 -11.252 -6.291
O 12.800 -12.478 -5.821
O 11.985 -10.523 -5.199
C 13.280 -10.616 -7.315
F 13.076 -9.248 -7.358
F 14.531 -10.780 -6.871
F 13.164 -10.949 -8.609
C 13.197 -13.421 -6.808
C 13.799 -14.607 -6.061
H 14.182 -15.227 -6.883
H 14.664 -14.345 -5.457
H 13.123 -15.275 -5.533
H 13.947 -13.025 -7.498
H 12.370 -13.729 -7.458
H 11.332 -11.444 -6.842
B 9.960 -10.405 -2.743
H 9.098 -11.009 -2.293
H 10.463 -9.830 -1.912
H 10.756 -11.106 -3.128
H 9.622 -9.652 -3.516
C 10.091 -11.003 0.856
C 9.222 -9.735 0.719
O 10.207 -8.758 0.774
C 11.336 -9.244 1.365
O 12.256 -8.566 1.663
O 11.158 -10.548 1.650
F 8.422 -9.692 1.846
H 10.345 -11.302 -0.161
H 9.469 -11.748 1.347
H 8.641 -9.788 -0.200
C 9.623 -6.724 -9.776
C 10.637 -7.412 -9.089
C 10.616 -7.534 -7.720
C 9.641 -6.843 -6.966
C 8.617 -6.171 -7.655
C 8.645 -6.091 -9.070
C 7.505 -5.442 -6.962
O 6.623 -4.862 -7.553
C 7.553 -5.518 -5.483
C 6.558 -4.861 -4.748
C 6.377 -5.111 -3.399
C 7.249 -5.959 -2.735
C 8.248 -6.628 -3.453
C 8.486 -6.330 -4.785
C 9.636 -6.929 -5.487
O 10.354 -7.681 -4.852
H 9.613 -6.773 -10.857
H 11.396 -7.863 -9.715
H 11.531 -7.919 -7.288
H 7.779 -5.651 -9.546
H 5.916 -4.148 -5.247
H 5.538 -4.589 -2.956
H 7.006 -6.171 -1.702
H 8.854 -7.246 -2.801
C 5.933 -11.648 -1.760
Br 5.904 -9.691 -1.766
Br 5.597 -12.297 -3.553
Br 4.587 -12.246 -0.443
H 6.915 -11.986 -1.457
```

Output
- HOMO level (spin up / spin down) (eV) = -6.53 / -6.52
- gap between HOMO and LUMO (spin up / spin down) (eV) = 6.383 / 6.801
- LUMO energy (spin up / spin down) (Eh) = -0.00531 / 0.01033
- E_tot (Ha) = -11129.7711
- 2S+1 = 4
- relative energy (zero: lowest compared OMol25 entry of this formula, charge and spin) (kcal/mol) = 0.0
- charge = -1

2.
DFT (wB97M-V/def2-TZVPD) results for one molecule with the formula C5H10O.

Geometry as XYZ:
```
16
C5H10O wB97M-V/def2-TZVPD
C 1.493 -0.072 1.041
C 0.889 0.007 -0.348
C -0.021 -1.048 -0.951
C -0.574 0.280 -0.538
C -1.521 0.264 0.639
O -1.009 1.169 -1.537
H 2.549 -0.356 0.999
H 1.433 0.888 1.574
H 0.972 -0.814 1.653
H 1.572 0.321 -1.134
H 0.075 -1.182 -2.025
H -0.246 -1.941 -0.376
H -2.516 0.018 0.254
H -1.580 1.229 1.153
H -1.242 -0.508 1.363
H -0.272 1.745 -1.767
```

Output
- HOMO level (eV) = -9.49
- gap between HOMO and LUMO (eV) = 10.497
- LUMO energy (Eh) = 0.03703
- E_tot (Ha) = -271.7119
- relative energy (zero: lowest compared OMol25 entry of this formula, charge and spin) (kcal/mol) = 25.6
- charge = 0

3.
DFT (wB97M-V/def2-TZVPD) results for one molecule with the formula C4H7NO.

Geometry as XYZ:
```
13
C4H7NO wB97M-V/def2-TZVPD
C 0.321 0.265 1.825
C -0.443 -0.044 0.549
C 0.273 0.839 -0.660
N 0.173 -0.568 -0.624
C -0.352 -1.119 -1.758
O -0.066 -0.641 -2.835
H 0.959 -0.533 2.196
H -0.357 0.591 2.625
H 0.918 1.139 1.579
H -1.442 -0.521 0.751
H -0.323 1.456 -1.327
H 1.348 1.126 -0.690
H -1.009 -1.990 -1.632
```

Output
- HOMO level (eV) = -9.21
- gap between HOMO and LUMO (eV) = 10.182
- LUMO energy (Eh) = 0.03585
- E_tot (Ha) = -286.5072
- relative energy (zero: lowest compared OMol25 entry of this formula, charge and spin) (kcal/mol) = 78.1
- charge = 0

4.
DFT (wB97M-V/def2-TZVPD) results for C36H46ClF6Ge2IN4O5PTl as an isolated structure.

Geometry as XYZ:
```
103
C36H46ClF6Ge2IN4O5PTl wB97M-V/def2-TZVPD
Tl 0.029 0.432 -1.706
C 3.979 -1.045 4.182
C 3.385 -1.451 2.833
Ge 2.768 0.063 1.742
C 4.118 0.934 0.626
C 5.285 1.516 1.422
C 1.986 1.356 2.977
C 0.817 1.823 3.421
Ge -0.863 1.575 2.419
C -2.449 1.009 3.426
C -3.616 1.995 3.355
C -0.863 2.830 0.914
C -1.491 4.194 1.207
C 0.740 2.712 4.607
C 1.719 2.706 5.602
C 1.634 3.562 6.685
C 0.565 4.438 6.805
C -0.431 4.437 5.843
C -0.343 3.573 4.764
H 4.298 -1.921 4.744
H 3.248 -0.514 4.789
H 4.847 -0.399 4.063
H 2.531 -2.115 2.988
H 4.113 -2.006 2.236
H 3.630 1.709 0.033
H 4.461 0.168 -0.071
H 4.959 2.299 2.106
H 6.025 1.956 0.756
H 5.791 0.750 2.007
H 2.868 1.713 3.516
H -2.127 0.832 4.454
H -2.771 0.060 2.997
H -3.362 2.962 3.782
H -4.465 1.607 3.913
H -3.940 2.140 2.327
H -1.397 2.357 0.096
H 0.190 2.938 0.643
H -2.540 4.096 1.474
H -1.442 4.818 0.317
H -0.974 4.726 2.005
H 2.542 2.007 5.548
H 2.400 3.537 7.447
H 0.505 5.110 7.648
H -1.279 5.100 5.933
H -1.140 3.593 4.029
Cl 1.246 4.059 -8.209
C 1.401 3.033 -6.850
C 2.642 2.486 -6.570
C 2.814 1.642 -5.491
I 4.660 0.824 -5.076
C 1.718 1.289 -4.617
O 1.852 0.508 -3.670
C 0.412 1.915 -4.923
N -0.595 1.629 -4.090
C -1.785 2.151 -4.318
C -2.045 2.994 -5.404
C -1.019 3.304 -6.263
C 0.257 2.764 -6.030
H 3.477 2.728 -7.211
H -2.565 1.891 -3.614
H -3.037 3.390 -5.555
H -1.179 3.955 -7.110
O -0.167 -0.050 1.606
C -0.636 -1.204 1.531
C 0.101 -2.275 0.973
C -0.497 -3.549 0.965
C 0.178 -4.593 0.396
C 1.426 -4.415 -0.205
C 2.014 -3.175 -0.215
C 1.382 -2.079 0.391
O 1.948 -0.894 0.313
N -0.438 -5.920 0.378
O -1.503 -6.041 0.932
O 0.157 -6.794 -0.205
H -1.649 -1.406 1.881
H -1.481 -3.703 1.384
H 1.910 -5.268 -0.662
H 2.972 -3.012 -0.688
C -2.716 -3.571 -3.701
C -1.815 -4.008 -2.540
C -2.670 -4.652 -1.452
C -0.753 -4.993 -3.024
N -1.145 -2.864 -1.880
N -0.454 -1.952 -2.732
H -3.286 -4.419 -4.071
H -2.141 -3.181 -4.543
H -3.423 -2.808 -3.371
H -3.186 -5.526 -1.846
H -3.420 -3.953 -1.082
H -2.056 -4.974 -0.613
H -1.224 -5.900 -3.394
H -0.083 -5.264 -2.208
H -0.158 -4.585 -3.840
H -1.864 -2.317 -1.413
H -1.060 -1.602 -3.478
H 0.325 -2.442 -3.169
F -2.576 -0.302 -1.926
P -3.882 -0.188 -0.905
F -3.870 -1.801 -0.813
F -3.736 1.418 -0.994
F -4.852 -0.220 -2.161
F -2.793 -0.175 0.342
F -5.074 -0.081 0.141
```

Output
- HOMO level (spin up / spin down) (eV) = -10.90 / -11.12
- gap between HOMO and LUMO (spin up / spin down) (eV) = 7.225 / 6.085
- LUMO energy (spin up / spin down) (Eh) = -0.13501 / -0.18491
- E_tot (Ha) = -8019.3127
- 2S+1 = 2
- relative energy (zero: lowest compared OMol25 entry of this formula, charge and spin) (kcal/mol) = 12.8
- charge = +1

5.
DFT (wB97M-V/def2-TZVPD) results for a 17-piece molecular cluster, C36H114N16O17 overall.

Geometry as XYZ:
```
183
C36H114N16O17 wB97M-V/def2-TZVPD
O 15.978 -4.745 22.375
H 16.174 -5.482 22.959
H 16.818 -4.269 22.338
O 21.785 -6.909 19.464
H 21.049 -7.480 19.158
H 22.538 -7.242 18.970
O 22.337 -0.581 22.163
H 22.789 -0.107 21.456
H 22.570 -0.094 22.979
O 14.244 -4.585 17.777
H 13.656 -4.687 18.513
H 14.762 -3.739 17.721
O 22.551 -3.759 24.033
H 23.383 -4.258 23.785
H 22.738 -3.001 23.480
C 19.052 -9.230 18.967
O 19.827 -8.339 18.496
N 17.765 -8.909 19.147
N 19.537 -10.460 19.223
H 17.527 -7.969 18.882
H 17.125 -9.531 19.592
H 18.983 -11.164 19.670
H 20.529 -10.620 19.395
C 24.350 -3.929 20.956
O 24.644 -4.352 22.104
N 24.303 -2.599 20.630
N 23.993 -4.761 19.948
H 23.877 -2.232 19.774
H 23.959 -2.011 21.346
H 23.210 -4.446 19.351
H 23.767 -5.707 20.176
C 18.409 -7.553 23.055
O 17.234 -7.140 23.063
N 18.997 -8.250 24.103
N 19.128 -7.638 21.833
H 19.923 -8.466 23.828
H 18.819 -7.790 24.982
H 20.161 -7.620 21.829
H 18.787 -6.995 21.097
C 22.085 0.189 19.115
O 22.988 0.475 19.861
N 22.370 0.195 17.850
N 20.871 -0.241 19.531
H 21.639 0.010 17.162
H 23.145 0.734 17.571
H 20.021 -0.241 19.005
H 20.790 -0.510 20.564
C 18.146 -3.077 18.933
C 18.892 -4.258 19.577
C 19.474 -3.876 20.862
O 18.487 -3.283 21.732
C 19.197 -3.022 22.993
N 18.022 -5.476 19.946
H 17.403 -2.766 19.643
H 17.621 -3.289 17.980
H 18.805 -2.301 18.620
H 19.642 -4.588 18.888
H 20.255 -3.123 20.789
H 19.909 -4.741 21.414
H 19.840 -3.906 23.276
H 18.431 -2.867 23.740
H 19.824 -2.099 22.906
H 17.259 -5.260 20.524
H 17.598 -5.818 19.104
C 18.659 -5.991 15.854
C 17.813 -7.224 15.449
C 16.419 -6.831 14.983
O 15.596 -7.985 14.894
C 14.226 -7.630 14.801
N 18.530 -7.997 14.434
H 18.239 -5.433 16.719
H 18.657 -5.318 14.960
H 19.719 -6.265 15.970
H 17.568 -7.837 16.370
H 16.457 -6.297 14.027
H 16.034 -6.222 15.817
H 13.921 -6.819 15.497
H 13.646 -8.513 15.006
H 14.027 -7.234 13.783
H 19.457 -8.307 14.764
H 18.051 -8.863 14.164
C 13.604 -0.490 16.297
C 13.781 -0.991 14.879
C 14.467 -2.357 14.875
O 15.677 -2.197 15.632
C 16.529 -3.380 15.333
N 12.489 -1.062 14.227
H 13.186 0.536 16.411
H 14.582 -0.497 16.763
H 12.946 -1.123 16.836
H 14.468 -0.267 14.402
H 14.600 -2.772 13.922
H 13.716 -2.985 15.353
H 16.954 -3.228 14.316
H 15.915 -4.242 15.427
H 17.357 -3.385 16.014
H 12.576 -0.659 13.332
H 11.812 -0.488 14.717
C 22.388 -4.687 15.561
C 21.924 -3.268 16.173
C 20.744 -2.628 15.430
O 20.524 -1.282 15.813
C 19.642 -0.593 14.887
N 21.556 -3.419 17.611
H 21.626 -5.414 15.615
H 23.205 -5.122 16.140
H 22.701 -4.674 14.520
H 22.763 -2.574 15.988
H 19.778 -3.154 15.548
H 21.034 -2.723 14.340
H 20.029 -0.774 13.910
H 19.531 0.459 15.153
H 18.684 -1.091 14.913
H 20.975 -4.248 17.752
H 20.888 -2.681 17.874
C 14.267 -8.267 18.586
C 14.594 -7.878 20.057
C 13.284 -7.467 20.737
O 12.692 -6.372 20.088
C 11.295 -6.227 20.303
N 15.253 -8.949 20.758
H 15.149 -8.658 18.105
H 14.016 -7.371 17.984
H 13.356 -8.891 18.640
H 15.240 -7.035 20.073
H 13.467 -7.339 21.817
H 12.537 -8.343 20.622
H 10.965 -6.364 21.326
H 10.766 -7.010 19.725
H 11.089 -5.259 19.821
H 15.505 -8.738 21.724
H 14.665 -9.761 20.818
C 22.084 -12.063 22.197
C 21.854 -10.645 21.789
C 22.553 -9.676 22.748
O 22.320 -8.396 22.264
C 22.934 -7.474 23.097
N 22.155 -10.383 20.373
H 23.006 -12.515 21.762
H 21.255 -12.734 21.915
H 22.160 -12.190 23.294
H 20.841 -10.301 21.934
H 23.675 -9.927 22.892
H 22.036 -9.881 23.709
H 23.995 -7.624 23.143
H 22.548 -7.509 24.170
H 22.604 -6.506 22.684
H 23.185 -10.468 20.212
H 21.907 -9.387 20.347
C 20.111 3.523 17.981
C 19.119 3.650 16.809
C 17.973 2.604 16.984
O 18.441 1.293 17.097
C 17.418 0.390 17.245
N 18.524 4.985 16.605
H 19.651 3.297 18.942
H 20.846 4.320 18.142
H 20.731 2.640 17.912
H 19.714 3.473 15.943
H 17.195 2.810 16.220
H 17.570 2.842 17.901
H 17.882 -0.549 17.405
H 16.688 0.306 16.426
H 16.863 0.445 18.224
H 19.271 5.612 16.374
H 17.887 5.312 17.316
C 15.381 0.236 23.023
C 15.094 -0.515 21.775
C 14.461 0.425 20.744
O 15.165 1.661 20.598
C 14.461 2.440 19.678
N 16.259 -1.233 21.194
H 15.953 1.122 22.849
H 15.999 -0.346 23.697
H 14.426 0.512 23.497
H 14.310 -1.264 22.000
H 13.422 0.657 20.943
H 14.513 -0.115 19.755
H 14.910 3.408 19.705
H 13.394 2.477 19.931
H 14.571 1.963 18.674
H 16.693 -1.761 21.922
H 16.800 -0.496 20.657
```

Output
- HOMO level (eV) = -8.96
- gap between HOMO and LUMO (eV) = 9.538
- LUMO energy (Eh) = 0.02109
- E_tot (Ha) = -3595.1771
- relative energy (zero: lowest compared OMol25 entry of this formula, charge and spin) (kcal/mol) = 0.0
- charge = 0

6.
DFT (wB97M-V/def2-TZVPD) results for one molecule with the formula C3H7NO2.

Geometry as XYZ:
```
13
C3H7NO2 wB97M-V/def2-TZVPD
N 0.314 0.517 -2.045
C 0.968 -0.318 -1.191
O 2.139 -0.605 -1.344
C 0.386 -0.758 0.148
C -0.863 -0.469 0.974
O -1.275 0.867 0.749
H -0.620 0.787 -1.795
H 0.908 1.251 -2.409
H 1.053 -0.036 0.632
H 0.723 -1.785 0.311
H -1.704 -1.175 0.917
H -0.457 -0.578 1.993
H -1.511 1.262 1.595
```

Output
- HOMO level (eV) = -9.71
- gap between HOMO and LUMO (eV) = 10.277
- LUMO energy (Eh) = 0.02079
- E_tot (Ha) = -323.7246
- relative energy (zero: lowest compared OMol25 entry of this formula, charge and spin) (kcal/mol) = 35.3
- charge = 0

7.
DFT (wB97M-V/def2-TZVPD) results for a 2-piece molecular cluster, C26H28INO5PS overall.

Geometry as XYZ:
```
63
C26H28INO5PS wB97M-V/def2-TZVPD
O -1.219 -3.890 0.688
P -1.075 -2.612 0.014
O -0.425 -2.871 -1.436
O -0.092 -1.718 0.899
C -2.759 -1.889 -0.055
C -2.928 -0.558 -0.763
C -1.960 -0.014 -1.551
C -2.174 1.185 -2.212
C -1.068 1.689 -3.099
C -1.013 0.863 -4.429
C -2.326 0.184 -4.850
S -2.034 -0.648 -6.469
C -3.375 1.840 -2.037
C -4.318 1.278 -1.248
N -4.095 0.115 -0.634
C -5.216 -0.439 0.171
C -5.989 -1.487 -0.703
C -6.302 -2.784 0.092
I -8.023 -3.703 -0.796
H -1.049 -2.722 -2.160
H 0.197 -0.924 0.419
H -3.373 -2.616 -0.599
H -3.120 -1.892 0.973
H -0.999 -0.492 -1.693
H -1.179 2.762 -3.257
H -0.122 1.512 -2.582
H -0.213 0.120 -4.427
H -0.766 1.566 -5.229
H -2.662 -0.602 -4.175
H -3.087 0.941 -5.045
H -2.280 -1.938 -6.163
H -3.531 2.773 -2.564
H -5.268 1.777 -1.113
H -4.883 -0.872 1.109
H -5.924 0.361 0.375
H -5.332 -1.758 -1.536
H -6.881 -1.047 -1.146
H -6.465 -2.540 1.139
H -5.457 -3.459 -0.028
C 2.907 -1.987 1.858
C 4.194 -2.492 1.691
C 5.292 -1.691 1.957
C 5.110 -0.378 2.378
C 3.820 0.133 2.522
C 2.722 -0.680 2.272
C 3.600 1.550 2.925
O 2.473 1.990 3.050
C 4.788 2.412 3.159
C 4.607 3.751 3.482
C 5.705 4.562 3.715
C 6.991 4.036 3.635
C 7.178 2.703 3.309
C 6.081 1.889 3.061
C 6.300 0.467 2.677
O 7.419 0.007 2.604
H 2.050 -2.616 1.660
H 4.338 -3.511 1.356
H 6.293 -2.082 1.834
H 1.722 -0.286 2.399
H 3.608 4.160 3.547
H 5.562 5.606 3.962
H 7.848 4.669 3.825
H 8.178 2.295 3.243
```

Output
- HOMO level (eV) = -11.32
- gap between HOMO and LUMO (eV) = 6.916
- LUMO energy (Eh) = -0.16192
- E_tot (Ha) = -2475.6112
- charge = +1

8.
DFT (wB97M-V/def2-TZVPD) results for one molecule with the formula C3H7NOS.

Geometry as XYZ:
```
13
C3H7NOS wB97M-V/def2-TZVPD
C -0.784 1.146 -1.871
O 0.210 0.306 -1.316
C 0.044 -0.281 -0.152
S -1.360 -0.226 0.666
C 1.375 -0.790 0.410
N 1.730 -0.049 1.604
H -0.932 2.050 -1.232
H -1.699 0.600 -1.939
H -0.419 1.449 -2.853
H 1.268 -1.900 0.516
H 2.171 -0.683 -0.378
H 1.084 -0.233 2.364
H 2.697 -0.224 1.849
```

Output
- HOMO level (eV) = -8.79
- gap between HOMO and LUMO (eV) = 9.463
- LUMO energy (Eh) = 0.02475
- E_tot (Ha) = -646.6611
- relative energy (zero: lowest compared OMol25 entry of this formula, charge and spin) (kcal/mol) = 32.0
- charge = 0